1.
The following is a DFT calculation (the ωB97M-V functional and the def2-TZVPD basis) of a structure of composition C31H24Cl6N3OPbSb.

Geometry as XYZ:
```
67
Properties=species:S:1:pos:R:3:forces:R:3
Pb 0.699 0.711 -0.471 0.05 0.16 -0.06
C 1.433 1.689 2.798 -0.01 0.07 0.05
C 1.388 2.952 1.995 -0.02 -0.01 -0.16
C 1.631 4.187 2.585 -0.02 -0.02 0.01
C 1.576 5.331 1.819 0.00 0.04 0.01
C 1.275 5.222 0.467 0.00 -0.05 -0.02
C 1.042 3.973 -0.084 0.06 -0.10 0.12
N 1.104 2.857 0.682 -0.03 0.08 0.03
Sb 0.546 3.977 -2.198 0.02 0.00 -0.01
C -1.305 2.883 -1.943 0.06 0.00 0.06
C -2.369 3.397 -2.660 0.04 0.02 -0.01
C -3.641 2.877 -2.460 -0.06 0.03 -0.03
C -3.807 1.885 -1.523 -0.01 -0.03 0.02
C -2.706 1.398 -0.823 0.04 0.06 -0.05
C -2.911 0.367 0.242 0.03 0.05 -0.03
N -1.470 1.879 -1.051 -0.08 -0.07 0.03
C 1.789 2.300 -2.739 -0.02 0.01 0.00
C 3.103 2.182 -2.312 0.02 0.03 0.01
C 3.816 1.051 -2.698 0.00 -0.01 -0.01
C 3.196 0.113 -3.501 0.02 0.00 0.03
C 1.880 0.329 -3.923 0.02 -0.04 -0.03
C 1.194 -0.628 -4.850 0.02 -0.01 -0.02
N 1.190 1.400 -3.529 -0.03 0.06 0.04
H 1.652 1.900 3.843 0.00 0.00 -0.03
H 2.210 1.024 2.423 0.05 -0.04 -0.03
H 0.478 1.168 2.748 -0.05 -0.01 0.01
H 1.856 4.232 3.641 0.01 0.00 0.00
H 1.763 6.299 2.263 0.01 0.01 0.00
H 1.227 6.107 -0.154 -0.01 0.01 0.00
H -2.212 4.202 -3.365 0.01 0.01 0.00
H -4.486 3.262 -3.015 -0.01 0.00 -0.01
H -4.788 1.481 -1.311 0.01 -0.01 0.00
H -3.682 -0.342 -0.056 -0.04 -0.03 -0.01
H -3.261 0.853 1.155 0.00 0.02 0.01
H -2.005 -0.172 0.501 0.07 -0.03 -0.03
H 3.560 2.942 -1.689 0.00 0.00 0.00
H 4.842 0.912 -2.382 0.00 0.00 0.00
H 3.725 -0.775 -3.824 0.00 0.00 0.00
H 1.589 -0.518 -5.862 -0.01 0.01 0.00
H 0.127 -0.419 -4.882 -0.01 -0.01 0.01
H 1.368 -1.664 -4.555 0.00 -0.01 -0.01
Cl 2.058 -3.971 5.514 -0.01 0.00 -0.02
C 1.477 -3.009 4.223 -0.02 0.02 0.03
C 2.356 -2.532 3.250 0.00 0.04 0.02
Cl 4.024 -2.912 3.335 -0.03 -0.01 0.00
C 1.872 -1.753 2.206 -0.02 0.05 -0.05
Cl 2.955 -1.197 0.967 -0.11 0.01 -0.07
C 0.514 -1.422 2.085 -0.06 -0.10 0.03
O 0.016 -0.733 1.087 0.07 0.05 -0.20
C -0.347 -1.909 3.081 -0.05 -0.13 0.01
Cl -2.026 -1.545 2.925 0.02 -0.02 0.12
C 0.119 -2.692 4.131 0.08 -0.03 0.01
Cl -0.976 -3.287 5.306 -0.04 -0.03 0.01
Cl 0.724 -4.889 1.307 -0.02 0.08 -0.03
C -0.851 -4.422 0.878 0.01 -0.05 -0.11
C -1.907 -4.850 1.647 -0.05 0.01 0.02
C -3.205 -4.590 1.221 0.05 -0.01 0.07
C -3.496 -3.914 0.021 0.02 0.05 -0.06
C -2.469 -3.466 -0.747 -0.04 0.02 0.06
C -1.102 -3.669 -0.340 0.16 -0.09 0.01
C -0.091 -3.147 -1.079 0.01 -0.06 0.24
H -1.725 -5.405 2.557 0.00 0.01 -0.01
H -4.026 -4.946 1.832 0.00 0.00 0.01
H -4.525 -3.764 -0.275 0.00 0.00 -0.01
H -2.649 -2.930 -1.670 0.00 -0.01 -0.01
H -0.273 -2.647 -2.025 -0.10 0.04 0.11
H 0.934 -3.226 -0.736 0.03 -0.03 -0.09
```
Forces are in eV/Å.

Properties
- energy (hartree) = -4628.93458
- frontier orbital gap (eV) = 4.9
- net charge = +2
- LUMO energy (eV) = -8.2
- F_max (eV/Å) = 0.25

***

2.
The following is a DFT calculation (the ωB97M-V functional and the def2-TZVPD basis) of a structure of composition C31H24F6N7O6S4Tl in a non-equilibrium geometry.

Geometry as XYZ:
```
79
Properties=species:S:1:pos:R:3:forces:R:3
Tl 1.725 -18.365 -4.408 0.23 0.43 0.08
N 4.209 -17.431 -8.030 -0.25 0.00 0.22
C 3.309 -17.306 -7.037 -1.90 -0.03 -1.16
S 3.836 -17.006 -5.414 -0.68 -0.24 -0.16
N 1.985 -17.363 -7.511 2.89 0.01 2.28
N 1.105 -17.482 -6.507 -2.39 0.89 -1.87
C -0.164 -17.233 -6.853 1.89 -0.15 1.02
C -0.548 -16.753 -8.200 0.33 -0.34 -0.76
C -1.096 -15.490 -8.418 0.04 -0.15 -0.05
C -1.386 -15.069 -9.713 -0.10 -0.08 -0.31
C -1.163 -15.918 -10.799 0.09 -0.22 0.76
C -0.621 -17.188 -10.578 -0.11 0.16 0.10
C -0.292 -17.602 -9.295 -0.03 0.70 0.34
C -1.180 -17.430 -5.826 -1.27 -0.36 1.09
C -2.539 -16.982 -5.993 1.15 -0.67 0.46
C -3.449 -17.202 -4.968 0.75 -0.42 0.52
C -3.031 -17.872 -3.795 0.34 0.42 -0.92
C -1.705 -18.302 -3.727 -0.39 0.21 -0.29
N -0.800 -18.092 -4.693 -0.66 0.46 -0.69
H 5.196 -17.521 -7.840 -0.29 0.03 0.09
H 3.846 -17.761 -8.920 0.12 0.10 0.25
H -1.285 -14.831 -7.577 0.06 0.02 -0.06
H -1.802 -14.074 -9.873 0.11 -0.23 0.03
H -1.403 -15.613 -11.803 -0.05 0.15 -0.14
H -0.449 -17.855 -11.415 0.06 0.05 0.03
H 0.249 -18.520 -9.107 -0.30 -0.06 -0.17
H -2.844 -16.503 -6.917 0.12 -0.09 0.18
H -4.472 -16.868 -5.072 -0.02 0.01 0.01
H -3.711 -18.033 -2.968 0.08 -0.12 -0.08
H -1.362 -18.857 -2.867 0.13 0.00 0.14
C 8.783 -19.842 -1.714 -0.22 0.26 0.27
C 7.293 -20.069 -1.829 -0.61 -0.05 -0.07
C 6.703 -21.271 -1.396 0.00 0.38 -0.28
C 5.334 -21.520 -1.589 0.28 0.65 -0.56
C 4.570 -20.539 -2.222 0.14 0.96 1.06
C 5.108 -19.265 -2.540 0.08 -1.34 0.02
C 6.464 -19.062 -2.376 0.23 -0.66 0.21
S 2.854 -20.966 -2.563 -0.30 -0.24 -1.01
O 2.397 -21.850 -1.479 -0.06 0.04 0.57
O 2.999 -22.312 -5.295 2.20 -2.05 0.33
N 2.115 -19.428 -2.502 0.53 -0.70 -0.53
C 1.851 -18.863 -1.292 -0.44 0.91 0.93
C 2.220 -19.389 -0.030 -0.58 0.70 -0.78
C 1.721 -18.820 1.168 -0.42 0.93 -0.86
C 0.906 -17.698 1.140 0.22 -0.41 -0.11
C 0.591 -17.053 -0.091 0.56 -0.27 -0.71
C -0.158 -15.847 -0.158 0.15 -0.36 -0.86
C -0.395 -15.261 -1.402 0.32 -0.86 0.57
C 0.153 -15.867 -2.548 0.63 -0.73 0.14
N 0.908 -16.982 -2.527 -0.97 0.73 0.47
C 1.098 -17.615 -1.341 -0.07 0.29 1.62
H 9.199 -20.564 -1.020 0.23 -0.13 0.04
H 9.002 -18.841 -1.321 -0.10 -0.18 -0.08
H 9.308 -19.927 -2.669 -0.17 -0.11 -0.01
H 7.331 -22.030 -0.930 -0.14 0.14 -0.11
H 4.852 -22.459 -1.323 0.25 0.19 0.10
H 4.493 -18.505 -2.997 -0.01 0.00 0.09
H 6.904 -18.132 -2.714 0.05 0.08 0.11
H 2.828 -20.279 -0.011 -0.06 0.01 0.16
H 1.974 -19.254 2.125 0.06 -0.13 -0.05
H 0.504 -17.294 2.063 0.06 0.02 -0.12
H -0.544 -15.430 0.772 0.05 0.03 -0.29
H -1.006 -14.377 -1.513 0.07 0.05 0.03
H -0.036 -15.438 -3.527 0.12 0.01 0.02
F 2.317 -23.256 -7.949 -1.44 0.77 0.24
C 1.269 -22.433 -7.678 -0.20 -0.24 0.02
F 0.434 -22.390 -8.755 0.91 -0.33 1.29
F 0.585 -22.894 -6.596 0.73 0.33 -1.44
S 1.894 -20.653 -7.364 1.02 0.10 -1.21
O 1.222 -20.247 -6.136 -0.01 -0.18 -0.41
O 1.618 -19.951 -8.595 -0.08 -0.83 0.85
N 3.510 -20.785 -7.278 -0.83 -0.33 1.62
S 4.037 -21.067 -5.771 -0.70 1.59 -0.08
O 5.408 -21.468 -5.740 -0.99 -0.06 -0.12
O 3.646 -19.973 -4.862 0.73 -1.55 -1.51
C 3.616 -23.562 -4.928 -0.50 0.70 0.65
F 4.436 -23.364 -3.814 -1.32 -0.69 -2.32
F 4.325 -24.120 -5.956 -1.07 0.86 1.90
F 2.598 -24.395 -4.561 1.71 1.22 -0.71
```
Forces are in eV/Å.

Properties
- energy (hartree) = -4394.82013
- frontier orbital gap (eV) = 6.6
- LUMO energy (eV) = -1.1
- F_max (eV/Å) = 3.68

***

3.
The following is a DFT calculation (the ωB97M-V functional and the def2-TZVPD basis) of a structure of composition C31H25Cl5N2O4PRuS.

Geometry as XYZ:
```
70
Properties=species:S:1:pos:R:3:forces:R:3
Ru 1.326 -0.273 1.037 0.44 -0.36 0.06
C 2.240 0.417 4.002 0.14 0.12 -0.09
C 0.983 0.752 4.461 -0.14 -0.01 -0.06
C 0.330 1.486 3.459 0.13 0.04 0.09
C 1.229 1.663 2.354 -0.12 -0.12 0.03
C 2.422 0.975 2.671 -0.06 0.03 0.02
H 2.986 -0.158 4.526 0.00 -0.02 0.01
H 0.556 0.461 5.407 -0.02 -0.03 0.03
H -0.682 1.861 3.499 -0.02 0.01 0.01
H 1.132 2.422 1.601 -0.08 -0.02 0.03
H 3.382 1.123 2.198 -0.04 0.00 0.00
O 2.679 1.701 -0.161 0.24 -0.06 -0.15
S 3.539 0.714 -0.845 -0.30 0.23 0.22
O 4.887 1.125 -1.093 0.05 -0.10 -0.05
O 3.388 -0.568 -0.124 -0.10 -0.06 0.01
C 2.738 0.515 -2.426 0.02 0.01 0.00
C 3.547 0.293 -3.527 0.00 0.01 -0.05
C 2.989 0.203 -4.795 0.06 0.00 0.03
C 1.626 0.372 -4.957 -0.02 0.01 0.03
C 0.818 0.596 -3.851 -0.03 -0.02 -0.06
C 1.351 0.641 -2.567 -0.06 0.02 -0.01
P 0.239 0.930 -1.129 0.02 0.10 0.08
C -0.083 2.735 -1.331 0.10 0.02 -0.02
C 0.651 3.694 -0.635 -0.04 0.02 -0.01
C 0.431 5.047 -0.854 -0.01 0.01 -0.01
C -0.507 5.466 -1.782 0.02 0.01 0.01
C -1.221 4.521 -2.503 0.00 -0.04 -0.01
C -1.009 3.170 -2.281 -0.05 0.00 -0.01
C -1.404 0.249 -1.586 0.00 0.06 -0.03
C -2.511 0.831 -0.960 -0.03 0.02 0.02
C -3.795 0.382 -1.219 0.02 -0.06 0.01
C -3.998 -0.688 -2.082 -0.02 0.04 0.03
C -2.907 -1.294 -2.684 0.03 -0.01 0.00
C -1.621 -0.825 -2.446 0.01 -0.05 0.06
H 4.615 0.219 -3.379 0.01 0.00 0.00
H 3.624 0.027 -5.653 0.01 0.00 0.00
H 1.185 0.339 -5.944 -0.01 0.00 -0.01
H -0.244 0.742 -3.998 0.02 -0.01 0.00
H 1.437 3.395 0.037 -0.02 0.03 -0.02
H 1.014 5.771 -0.300 0.00 0.02 0.00
H -0.671 6.522 -1.953 -0.01 0.01 0.00
H -1.945 4.831 -3.245 0.00 0.01 -0.01
H -1.580 2.456 -2.858 -0.01 -0.01 0.01
H -2.374 1.656 -0.271 0.02 0.01 -0.01
H -4.635 0.860 -0.732 -0.01 0.00 0.00
H -5.000 -1.045 -2.284 -0.01 0.00 0.00
H -3.048 -2.132 -3.353 -0.01 -0.02 -0.01
H -0.794 -1.306 -2.941 0.10 -0.06 0.00
C -1.678 -1.741 4.887 0.01 -0.03 0.04
N -2.526 -1.646 3.719 0.00 0.08 -0.07
C -2.058 -1.322 2.488 0.08 -0.30 -0.14
N -2.998 -1.300 1.494 -0.08 0.00 -0.01
O -0.876 -1.067 2.258 -0.08 0.34 0.07
H -2.036 -1.082 5.679 0.01 -0.01 0.01
H -0.678 -1.440 4.596 0.07 0.04 -0.01
H -1.631 -2.766 5.258 -0.01 0.01 0.01
H -3.503 -1.862 3.814 0.01 0.01 0.01
H -3.873 -1.777 1.624 0.02 -0.01 -0.02
H -2.632 -1.302 0.556 0.01 0.05 -0.03
Cl 1.641 -2.652 3.720 -0.08 -0.02 -0.05
C 1.078 -3.292 2.202 0.09 0.07 0.12
C 1.230 -2.516 1.058 -0.15 0.07 0.05
C 0.955 -3.178 -0.128 0.05 -0.05 -0.10
Cl 1.371 -2.397 -1.627 -0.19 0.03 -0.05
C 0.409 -4.460 -0.194 0.01 -0.02 -0.04
Cl 0.020 -5.187 -1.710 0.01 0.02 0.02
C 0.168 -5.151 0.986 -0.01 -0.01 0.03
Cl -0.543 -6.718 0.951 0.00 0.01 0.00
C 0.537 -4.571 2.200 0.00 -0.07 0.00
Cl 0.304 -5.447 3.669 0.01 0.02 -0.03
```
Forces are in eV/Å.

Properties
- energy (hartree) = -4742.09541
- frontier orbital gap (alpha / beta) (eV) = 8.1 / 7.0
- LUMO energy (alpha / beta) (eV) = 0.2 / -1.5
- spin multiplicity = 6
- F_max (eV/Å) = 0.57

***

4.
The following is a DFT calculation (the ωB97M-V functional and the def2-TZVPD basis) of a structure of composition C31H25Co2O6Sn in a non-equilibrium geometry.

Geometry as XYZ:
```
65
Properties=species:S:1:pos:R:3:forces:R:3
C 0.039 -0.384 -2.490 0.56 -0.41 0.29
C -0.381 0.900 -1.866 2.52 0.49 -0.82
C -1.824 0.894 -1.611 -1.18 -0.85 1.36
C 0.697 1.922 -1.640 -1.55 -1.11 -2.01
Sn 1.470 1.915 0.411 0.43 1.04 2.19
C 3.600 2.310 0.650 -0.90 -0.36 -0.77
C 4.010 3.098 1.729 0.55 -0.01 0.05
C 5.388 3.305 1.934 -0.31 -0.26 -0.38
C 6.317 2.732 1.045 -0.31 0.11 0.10
C 5.884 1.956 -0.041 -0.27 0.05 0.05
C 4.509 1.741 -0.248 0.79 0.26 0.47
C 0.391 3.568 1.351 0.58 -1.21 -0.84
C -0.009 3.421 2.678 -0.40 0.61 0.21
C -0.695 4.486 3.290 0.11 -0.11 -0.37
C -0.965 5.653 2.555 0.17 -0.38 0.03
C -0.547 5.775 1.222 0.12 -0.23 0.06
C 0.144 4.720 0.607 -0.39 0.42 0.63
C 0.897 0.046 1.235 0.09 0.48 -0.01
C 1.809 -1.010 1.228 -0.19 -1.26 0.10
C 1.360 -2.314 1.552 -0.18 0.75 0.06
C 0.000 -2.501 1.884 0.55 -0.51 -0.15
C -0.891 -1.432 1.920 0.19 0.39 0.18
C -0.426 -0.131 1.643 0.06 -1.16 -0.10
H 1.127 -0.463 -2.671 -0.62 0.04 0.11
H -0.315 -1.211 -1.829 0.39 0.47 -0.53
H -0.501 -0.538 -3.453 0.23 0.23 0.57
H -2.150 1.643 -0.816 0.44 -0.45 -1.61
H -2.405 0.941 -2.593 0.81 0.29 1.26
H 1.634 1.667 -2.194 -0.88 -0.10 0.26
H 0.469 2.989 -1.857 -0.38 -0.69 0.61
H 3.281 3.546 2.419 0.32 -0.19 -0.36
H 5.718 3.916 2.780 -0.06 -0.28 -0.39
H 7.386 2.908 1.204 -0.44 -0.12 -0.10
H 6.612 1.520 -0.734 -0.27 0.20 0.33
H 4.180 1.125 -1.092 0.12 0.25 0.31
H 0.195 2.496 3.236 -0.10 0.46 -0.24
H -1.024 4.378 4.327 0.09 0.19 -0.36
H -1.504 6.470 3.033 0.14 -0.18 -0.15
H -0.750 6.685 0.655 0.02 -0.21 0.24
H 0.490 4.823 -0.427 -0.15 -0.01 0.36
H 2.871 -0.856 0.969 -0.64 -0.03 0.08
H 2.063 -3.162 1.536 -0.49 0.48 0.04
H -0.353 -3.519 2.109 0.17 0.59 -0.12
H -1.958 -1.609 2.125 0.57 0.08 0.16
H -1.120 0.703 1.693 0.07 0.07 -0.02
O -5.247 -4.937 1.328 2.28 -0.18 -2.02
C -4.440 -4.966 0.491 -3.33 0.65 2.81
Co -3.337 -4.992 -0.818 1.57 0.80 -1.00
C -1.816 -5.360 0.088 2.08 0.25 1.43
O -0.866 -5.596 0.687 -1.42 -0.02 -0.76
C -3.927 -6.580 -1.301 -2.25 -3.03 -2.32
O -4.362 -7.573 -1.715 1.42 2.47 1.47
C -3.663 -2.945 -1.283 -2.89 0.66 1.64
C -2.837 -1.889 -1.240 0.63 0.28 -1.02
C -2.480 -0.502 -0.832 -1.59 2.16 1.30
Co -2.290 -3.225 -2.412 2.12 -1.38 0.04
C -0.671 -3.618 -1.801 4.39 -0.11 0.62
O 0.382 -3.917 -1.395 -3.04 0.76 -1.10
C -2.227 -2.565 -4.030 -0.06 0.73 -2.89
O -2.157 -2.068 -5.078 -0.07 -0.92 2.38
C -2.426 -5.066 -2.773 0.06 -2.15 -2.84
O -2.200 -5.929 -3.549 -0.58 2.31 2.46
H -4.747 -2.943 -1.406 0.06 0.50 0.33
H -2.023 -0.615 0.191 -0.15 0.24 -1.36
H -3.386 0.163 -0.613 0.35 -1.83 0.06
```
Forces are in eV/Å.

Properties
- energy (hartree) = -4627.06445
- frontier orbital gap (eV) = 5.5
- net charge = +1
- LUMO energy (eV) = -5.1
- F_max (eV/Å) = 4.44

***

So what do the calculations give for relative energy (zero: lowest compared OMol25 entry of this formula, charge and spin)? Going down the list: 0.328; 0.000; 1.533; 0.000 eV.